(1)
Below is C31H49NO3P2STi as an isolated structure at a distorted geometry, with properties calculated with ωB97M-V with the def2-TZVPD basis set.

ORCA input file:
```
! wB97M-V def2-TZVPD RIJCOSX def2/J DEFGRID3
* xyz 1 2
Ti -0.460 0.301 -0.088
C -2.044 1.857 -0.002
C -2.442 0.922 -1.081
C -2.281 -0.298 0.964
C -2.025 1.110 1.248
C -2.575 -0.440 -0.476
C -2.120 3.365 -0.139
H -1.793 3.751 -1.129
H -1.517 3.916 0.609
H -3.165 3.739 -0.007
C -2.036 1.706 2.607
H -1.843 2.795 2.633
H -1.300 1.240 3.292
H -3.022 1.575 3.101
C -2.543 -1.351 1.964
H -3.619 -1.463 2.229
H -2.033 -1.163 2.933
H -2.206 -2.373 1.675
C -3.456 -1.558 -0.950
H -4.520 -1.321 -0.715
H -3.271 -2.519 -0.427
H -3.465 -1.810 -2.033
C -3.253 1.433 -2.182
H -4.205 1.852 -1.778
H -3.585 0.685 -2.920
H -2.803 2.287 -2.736
C 1.158 0.691 -3.546
C 0.137 1.563 -3.699
C -0.444 1.907 -5.031
C -1.316 0.756 -5.585
C -1.362 -0.457 -4.700
C -0.323 -1.310 -4.615
C 0.968 -1.088 -5.331
C 1.836 0.023 -4.699
H 0.361 2.144 -5.746
H -0.897 0.464 -6.564
H -1.034 2.845 -4.952
H 2.109 0.763 -5.465
H 1.558 0.335 -2.585
H -0.398 2.070 -2.877
H 2.802 -0.402 -4.356
H 1.523 -2.039 -5.425
H -0.469 -2.323 -4.203
H 0.765 -0.812 -6.379
H -2.328 1.106 -5.857
H -2.352 -0.786 -4.327
P 1.295 2.017 0.468
C 0.984 2.882 2.057
H 1.866 3.496 2.294
H 0.831 2.216 2.934
H 0.123 3.554 2.008
C 3.031 1.526 0.716
H 3.590 2.378 1.145
H 3.527 1.239 -0.221
H 3.143 0.682 1.421
C 1.556 3.545 -0.492
H 2.055 3.365 -1.456
H 2.218 4.225 0.084
H 0.624 4.101 -0.692
P 0.557 -1.966 -0.354
C -0.592 -3.346 -0.749
H 0.007 -4.192 -1.131
H -1.391 -3.144 -1.466
H -1.116 -3.717 0.161
C 2.215 -2.321 -1.036
H 2.206 -2.516 -2.118
H 2.636 -3.243 -0.583
H 2.952 -1.518 -0.833
C 0.994 -2.881 1.167
H 1.205 -3.934 0.936
H 0.167 -2.899 1.904
H 1.880 -2.477 1.663
O -0.677 -2.276 3.573
C 0.242 -1.385 3.506
N 0.519 -0.477 2.544
S 1.993 0.358 3.418
O 2.904 1.446 3.329
O 0.998 0.875 4.465
C 2.312 -0.894 4.704
C 3.267 -0.906 5.677
C 3.091 -1.832 6.717
C 1.981 -2.665 6.731
C 1.010 -2.606 5.724
C 1.162 -1.686 4.695
H 4.087 -0.208 5.638
H 3.840 -1.872 7.505
H 1.853 -3.384 7.550
H 0.144 -3.247 5.753
*
```

The largest force on an atom is 9.8 eV/A. The HOMO-LUMO gap (alpha / beta) comes out at 6.369 / 6.646 eV. Its HOMO energy (alpha / beta) is -0.388 / -0.388 Eh.

=====

(2)
Below is C31H49O15Pt as an isolated structure at a distorted geometry, with properties calculated with ωB97M-V with the def2-TZVPD basis set.

ORCA input file:
```
! wB97M-V def2-TZVPD RIJCOSX def2/J DEFGRID3
* xyz 1 3
Pt -10.453 29.064 -29.318
C -13.015 26.163 -28.384
C -13.075 27.495 -27.656
C -13.286 27.253 -26.159
O -11.973 28.284 -28.000
H -12.157 25.571 -28.057
H -12.932 26.229 -29.472
H -13.898 25.545 -28.217
H -13.998 27.990 -27.993
H -12.477 26.720 -25.653
H -14.172 26.628 -26.056
H -13.377 28.144 -25.539
O -16.419 32.316 -26.310
C -15.287 32.090 -26.008
O -14.687 30.913 -26.238
C -13.461 30.805 -25.512
C -13.050 32.219 -25.076
C -14.346 33.021 -25.239
H -12.624 30.320 -26.011
H -13.726 30.181 -24.655
H -12.317 32.736 -25.694
H -12.749 32.176 -24.032
H -14.323 34.014 -25.673
H -14.832 33.095 -24.261
O -13.812 20.559 -25.366
C -13.962 21.726 -25.568
O -12.925 22.606 -25.510
C -13.293 23.884 -25.994
C -14.832 23.910 -26.142
C -15.242 22.470 -25.858
H -12.880 24.095 -26.981
H -13.013 24.649 -25.274
H -15.066 24.192 -27.170
H -15.308 24.638 -25.490
H -15.693 21.981 -26.719
H -15.858 22.457 -24.961
O -15.637 24.222 -22.899
C -14.890 25.085 -22.556
O -14.022 25.680 -23.406
C -13.444 26.844 -22.795
C -13.457 26.511 -21.318
C -14.748 25.714 -21.192
H -14.108 27.702 -22.947
H -12.484 27.021 -23.271
H -13.461 27.389 -20.671
H -12.591 25.915 -21.025
H -15.623 26.348 -21.036
H -14.733 24.920 -20.450
O -16.199 27.487 -29.213
C -16.553 28.474 -28.621
O -17.397 29.351 -29.128
C -17.597 30.476 -28.265
C -17.029 30.053 -26.899
C -16.000 28.963 -27.280
H -18.661 30.668 -28.164
H -17.034 31.323 -28.653
H -17.774 29.733 -26.175
H -16.541 30.919 -26.447
H -15.989 28.182 -26.525
H -15.020 29.416 -27.420
O -15.247 28.935 -34.557
C -15.074 28.583 -33.437
O -14.986 27.269 -33.099
C -14.598 27.114 -31.734
C -14.907 28.470 -31.087
C -14.745 29.445 -32.240
H -13.536 26.842 -31.719
H -15.156 26.301 -31.272
H -14.258 28.680 -30.233
H -15.915 28.395 -30.678
H -13.734 29.847 -32.352
H -15.320 30.362 -32.119
O -9.260 29.534 -27.510
C -9.109 29.247 -26.338
O -8.009 29.639 -25.732
C -8.114 29.598 -24.291
C -9.417 28.832 -23.999
C -10.021 28.549 -25.369
H -8.168 30.635 -23.966
H -7.245 29.145 -23.824
H -10.062 29.486 -23.415
H -9.201 27.908 -23.470
H -11.064 28.815 -25.476
H -9.954 27.470 -25.529
O -16.658 23.015 -28.903
C -16.549 23.795 -29.803
O -17.571 24.058 -30.639
C -17.215 25.056 -31.596
C -15.685 25.033 -31.624
C -15.296 24.575 -30.213
H -17.650 26.018 -31.320
H -17.628 24.762 -32.561
H -15.292 26.019 -31.860
H -15.460 24.275 -32.374
H -15.084 25.435 -29.584
H -14.468 23.875 -30.298
*
```

The largest force on an atom is 13.0 eV/A. The HOMO-LUMO gap (alpha / beta) comes out at 5.244 / 4.165 eV. Its HOMO energy (alpha / beta) is -0.395 / -0.395 Eh.

=====

| no. | energy (Eh) |
| --- | --- |
| 1 | -3420.9751 |
| 2 | -2457.8513 |